C22H36N2O19 | the ωB97M-V functional and the def2-TZVPD basis

Results
* energy above the lowest of the compared OMol25 structures with the same formula, charge and spin: 3.360 eV
* net charge: 0
* structure (SMILES): C[C@H]1COC(=O)O1.C[C@H]1COC(=O)O1.C[C@H]1COC(=O)O1.C[C@H]1COC(=O)O1.C[C@H]1COC(=O)O1.C[N+](=O)[O-].C[N+](=O)[O-]
* HOMO energy: -10.679 eV
* HOMO-LUMO gap: 10.59 eV
* LUMO energy: -0.09 eV

Each line ends with the Löwdin charge.
Geometry (Å):
C: 1.8459 2.5075 -7.9240  -0.02
C: 1.1310 3.7396 -7.3755  -0.34
C: 1.8572 4.6913 -6.3419  -0.08
O: 1.9834 5.9588 -6.9826  0.07
C: 1.6322 5.7764 -8.2945  -0.50
O: 1.6165 6.5582 -9.2425  0.13
O: 1.0508 4.5797 -8.4283  0.06
H: 1.4149 2.0962 -8.8368  0.09
H: 1.7780 1.8212 -7.0799  0.08
H: 2.9077 2.6269 -8.1391  0.09
H: 0.1203 3.5024 -7.0435  0.15
H: 2.7788 4.2503 -5.9619  0.12
H: 1.2912 4.8164 -5.4188  0.12
C: -2.7794 7.2364 2.0547  0.00
C: -4.1644 7.5216 1.3851  -0.38
C: -4.5643 8.8651 1.5953  -0.09
O: -5.1090 9.2227 0.2923  0.12
C: -4.8752 8.2390 -0.5214  -0.63
O: -5.2593 8.1886 -1.6685  0.14
O: -4.1356 7.2907 0.0091  0.13
H: -2.6133 6.1763 1.8633  0.08
H: -2.8120 7.5256 3.1052  0.09
H: -1.9560 7.8334 1.6626  0.09
H: -4.9585 6.8717 1.7526  0.16
H: -3.6952 9.4840 1.8182  0.14
H: -5.3096 8.9003 2.3899  0.15
C: 6.3923 -7.4253 2.3071  -0.01
C: 5.7140 -6.1438 2.6929  -0.35
C: 5.3766 -5.1317 1.6429  -0.14
O: 4.0364 -4.9245 1.8249  0.08
C: 3.5970 -5.6382 2.8985  -0.60
O: 2.5287 -5.5132 3.3935  0.17
O: 4.5145 -6.4149 3.3634  0.13
H: 6.6224 -8.0502 3.1700  0.09
H: 7.3101 -7.1374 1.7943  0.09
H: 5.6793 -7.9690 1.6873  0.10
H: 6.2878 -5.6385 3.4697  0.16
H: 5.6198 -5.4807 0.6393  0.14
H: 5.8969 -4.1788 1.7388  0.14
C: -1.1140 -4.8348 9.9633  -0.01
C: -0.2416 -3.6082 10.2964  -0.31
C: 0.9708 -3.6548 9.4018  -0.13
O: 0.8974 -2.4289 8.7779  0.10
C: -0.2664 -1.8270 8.9826  -0.59
O: -0.7053 -0.8628 8.3567  0.12
O: -0.8547 -2.3967 9.9665  0.14
H: -1.2762 -4.8681 8.8859  0.09
H: -2.0392 -5.0290 10.5057  0.09
H: -0.3890 -5.6459 10.0315  0.08
H: 0.0228 -3.6676 11.3522  0.15
H: 0.9432 -4.3996 8.6064  0.14
H: 1.8674 -3.8885 9.9758  0.14
C: -0.8528 -3.3862 -3.8443  0.00
C: 0.5536 -3.8654 -3.3597  -0.37
C: 0.6265 -5.2924 -3.0186  -0.14
O: 1.8866 -5.6390 -3.4725  0.08
C: 2.2447 -4.7778 -4.4445  -0.53
O: 3.1913 -4.9269 -5.1796  0.15
O: 1.4335 -3.7044 -4.3970  0.11
H: -1.1811 -3.9220 -4.7349  0.09
H: -0.8191 -2.3262 -4.0960  0.08
H: -1.6286 -3.4380 -3.0803  0.08
H: 0.8616 -3.3365 -2.4578  0.16
H: -0.1055 -5.8913 -3.5605  0.14
H: 0.6400 -5.4862 -1.9460  0.15
C: -0.5426 0.9767 1.6907  0.05
N: -1.5966 1.2554 0.6512  -0.45
O: -2.6847 0.7279 0.6976  0.06
O: -1.2989 1.9963 -0.2762  0.04
H: 0.3106 1.6450 1.5748  0.10
H: -0.3614 -0.0969 1.6390  0.10
H: -0.9964 1.0997 2.6741  0.10
C: -4.9063 2.9034 -4.5040  0.04
N: -5.3388 2.3488 -5.7835  -0.47
O: -5.8428 1.2500 -5.8352  0.06
O: -5.3986 3.1192 -6.7139  0.06
H: -3.9593 3.4398 -4.5633  0.11
H: -5.1120 2.1659 -3.7282  0.10
H: -5.6901 3.6396 -4.3259  0.11